Entry 1:
# C22H23ClN4O2

An isolated molecule of C22H23ClN4O2 (wB97M-V/def2-TZVPD, OMol25).

Geometry as XYZ:
```
52
Properties=species:S:1:pos:R:3:forces:R:3
H -1.383157 0.764423 0.922067 -0.946 0.836 -0.395
C -2.950931 0.257526 2.421419 0.570 4.892 2.123
H -4.856575 -0.038903 2.275173 -4.450 1.797 0.593
H 3.918629 -2.543813 6.144789 -2.271 2.314 -1.547
Cl 1.660302 -2.283026 1.200781 0.801 -3.442 2.913
H -3.208716 1.356814 2.279386 -0.401 -1.025 -0.505
H 1.542208 3.613804 -7.201965 -1.168 0.476 1.133
C 3.006778 -2.013475 5.527083 2.449 -13.754 2.976
H 0.325043 4.882841 -6.789935 -0.161 -0.402 0.753
N -0.497909 -0.177430 2.317932 -0.625 -4.291 4.926
H -0.162740 3.157578 -7.341839 1.036 1.609 1.453
C -1.723856 0.052066 1.648722 0.298 -3.432 -2.641
H -1.789083 -1.890096 1.305411 4.165 -7.823 6.383
C 0.559074 0.485242 1.877847 7.052 -1.284 -3.864
C 1.259080 -0.366590 -4.592575 3.061 0.010 -2.205
H 1.172025 3.717564 -4.575132 0.876 -0.034 0.789
C -2.201699 -1.366644 0.695831 -3.605 11.266 -5.612
C 0.965774 -0.048260 0.315026 -2.560 8.998 -0.378
C 1.388004 -1.312821 -0.085464 -2.582 5.993 7.946
H 1.612630 0.116557 2.310259 -2.808 1.552 -0.144
N 2.155312 -3.396368 5.156180 -1.535 7.798 -0.027
H 1.878482 -2.303820 -3.777897 0.449 -0.137 -0.538
H 0.457137 2.526898 -2.746535 0.038 -2.701 -1.566
C 1.034966 1.010542 -4.304735 -0.967 -4.626 1.938
H 1.715472 -0.585057 -5.579561 -1.385 0.308 -0.087
C -3.753082 -1.063532 0.720405 4.369 -2.039 5.946
C 1.609732 -0.757313 -2.284103 -3.660 0.776 1.642
C 0.715070 1.174296 -0.657366 5.965 -18.505 -3.576
C 2.862272 -0.859456 5.073264 -3.035 7.869 -3.543
C 1.700369 -1.248690 -3.693136 -1.363 0.911 5.631
C 0.547910 3.817354 -6.658589 0.546 -3.797 -1.539
H -2.651035 0.416050 3.466180 -0.256 -0.843 0.161
H -0.342443 3.111364 -4.875801 -5.856 -0.285 2.292
H -3.816152 -0.337737 0.098116 -1.241 4.813 -4.127
H 0.426843 1.925634 -0.273489 -3.958 10.340 4.331
C 0.944788 0.675964 -2.010680 2.298 -4.591 3.699
H -3.882324 -1.411304 2.976350 -1.319 -0.076 -1.147
O 1.031557 1.702296 -5.329119 -0.384 6.178 -5.166
H 3.428885 0.045262 5.252062 0.880 -0.533 0.696
H 0.409264 1.567978 1.870049 0.539 0.002 -0.123
O -1.376795 -1.751987 3.606300 -8.689 -5.534 2.933
H 0.094050 -3.548764 4.326299 2.168 0.932 0.864
C -0.368214 -1.339314 3.356258 0.661 9.234 -7.546
N 1.821283 -0.389217 4.266776 -3.621 -6.302 -0.433
C 1.012718 -2.851238 4.596917 0.010 -2.561 -1.392
C 0.646929 1.370308 -3.081974 -0.679 7.086 0.101
C 0.563154 3.106313 -5.196013 5.126 0.641 -5.075
H -1.696796 -1.159558 -0.285335 -0.571 -0.896 0.863
N 1.538747 -1.640545 -1.184890 3.568 -2.787 -13.633
H -4.024134 -1.928374 0.388375 -3.360 -4.939 -2.112
C -4.107031 -0.668935 2.165896 5.501 -2.468 -0.381
C 0.788186 -1.572408 3.964984 11.026 2.474 6.218
```
Forces are in eV/Å.

Values from the calculation:
structure (SMILES): CCOc1ccc2nc(Cl)c(CN(C(=O)c3cnccn3)C3CCCC3)cc2c1
net charge: 0
DFT total energy: -45747.507 eV
molecular weight: 410.9 g mol⁻¹

Entry 2:
# C6H15NO2

An isolated molecule of C6H15NO2 (wB97M-V/def2-TZVPD, OMol25).

Geometry as XYZ:
```
24
Properties=species:S:1:pos:R:3:forces:R:3
H -0.267495 2.326530 0.299232 0.092 -0.100 -0.019
H 1.444655 2.001915 0.561105 -0.124 -0.145 0.041
H -0.731045 -1.926832 -1.951261 0.162 0.104 0.051
C 1.308737 0.000710 -1.540077 -1.746 -0.824 0.076
H 0.107998 -2.385297 -0.460241 -0.056 0.048 -0.092
H 1.087077 -0.494359 2.484344 -0.038 0.175 -0.212
H 0.304705 1.966982 1.924548 0.096 -0.191 -0.142
N -2.337655 0.657931 1.306053 0.195 0.568 -0.482
H 1.214568 -1.664960 1.197462 -0.081 0.138 -0.119
H -1.342132 0.267820 -2.196214 0.156 0.122 0.422
C 0.190253 0.218901 0.670902 -3.356 -0.430 1.816
H -3.039449 0.058344 0.867799 0.204 -0.155 0.050
H 1.058903 0.194554 -2.586114 -0.061 -0.238 -0.028
C -0.611489 -1.686806 -0.889045 -0.055 0.035 0.294
C 1.251739 -0.594120 1.406326 -0.318 -0.239 0.073
H 1.901625 -0.913729 -1.480958 -0.037 0.015 -0.018
C -0.176660 -0.237502 -0.717412 3.812 0.567 -2.125
H -2.120577 1.313838 0.544834 -0.045 -0.220 0.382
H 1.949838 0.835220 -1.253200 -0.431 0.024 0.494
C 0.435309 1.713498 0.867456 -0.397 0.034 -0.069
H -1.576968 -1.851655 -0.402761 0.159 0.100 0.015
H 2.260511 -0.237489 1.182535 -0.170 0.046 -0.095
O -1.187992 -0.182213 1.482419 2.300 0.364 -0.313
O -1.124454 0.618718 -1.317732 -0.261 0.199 0.000
```
Forces are in eV/Å.

Values from the calculation:
structure (SMILES): CC(C)(O)C(C)(C)ON
net charge: 0
DFT total energy: -12047.755 eV
molecular weight: 133.2 g mol⁻¹

Entry 3:
# C3H7Cl2N

An isolated molecule of C3H7Cl2N (wB97M-V/def2-TZVPD, OMol25).

Geometry as XYZ:
```
13
Properties=species:S:1:pos:R:3:forces:R:3
H -2.244286 0.306287 1.314060 0.388 -0.439 -0.187
C -0.190371 -0.214014 0.693483 0.638 1.107 -3.769
H 0.272214 -1.062116 -1.319248 0.698 -0.204 0.230
C -1.614953 0.151304 0.430150 -1.144 -0.523 0.180
H 2.705837 0.283998 -0.914480 0.456 0.755 -1.369
H 1.934658 0.380989 0.509492 1.435 -0.143 -0.201
H -0.119618 -1.115316 1.213303 0.171 -1.436 0.846
Cl -1.792869 1.734934 -0.395602 -0.088 -0.558 -0.164
H 0.424361 0.685055 -1.256922 -0.489 -0.461 0.316
H 0.279847 0.585863 1.186675 0.336 1.040 1.309
Cl -2.365699 -1.312450 -0.434302 0.109 1.232 0.253
C 0.641144 -0.243324 -0.693048 -0.682 0.910 0.035
N 2.069738 -0.181206 -0.333556 -1.829 -1.280 2.520
```
Forces are in eV/Å.

Values from the calculation:
structure (SMILES): NCCC(Cl)Cl
net charge: 0
DFT total energy: -29758.829 eV
molecular weight: 128.0 g mol⁻¹

Entry 4:
# C4H8NO2

The ion C4H8NO2 with charge +1 (wB97M-V/def2-TZVPD, OMol25).

Geometry as XYZ:
```
15
Properties=species:S:1:pos:R:3:forces:R:3
H -0.464619 2.871605 -1.757921 -0.418 0.698 -0.498
H 0.562654 1.412666 -1.949469 -1.311 1.015 1.065
H 0.220857 -2.075548 0.665109 0.691 0.417 0.579
C -0.134377 1.888997 0.032358 0.012 -1.066 -1.056
H -1.495639 -0.799333 1.727959 -0.460 -0.930 0.045
H -1.149070 1.125219 -1.850596 0.271 1.238 0.843
C 0.823025 -1.288124 0.169645 -0.086 -3.402 -1.335
H 1.213499 -1.871623 -0.703802 0.232 0.370 0.594
C -1.318321 0.238135 1.597049 0.321 1.346 1.593
O 0.478987 2.603260 0.711401 0.588 1.790 0.687
H 1.666519 -0.894457 0.752209 -0.562 0.518 -0.305
O -0.093723 -0.492323 -0.517915 -0.561 3.057 3.898
C -0.393452 1.855534 -1.450430 1.442 -1.773 -0.881
H -1.639999 0.996630 2.350249 0.013 -0.583 -0.639
N -0.534518 0.615884 0.710479 -0.175 -2.694 -4.591
```
Forces are in eV/Å.

Values from the calculation:
structure (SMILES): C=[N+](OC)C(C)=O
net charge: +1
DFT total energy: -9851.124 eV
molecular weight: 102.1 g mol⁻¹

Copy entry 4 word for word.
# C4H8NO2

The ion C4H8NO2 with charge +1 (wB97M-V/def2-TZVPD, OMol25).

Geometry as XYZ:
```
15
Properties=species:S:1:pos:R:3:forces:R:3
H -0.464619 2.871605 -1.757921 -0.418 0.698 -0.498
H 0.562654 1.412666 -1.949469 -1.311 1.015 1.065
H 0.220857 -2.075548 0.665109 0.691 0.417 0.579
C -0.134377 1.888997 0.032358 0.012 -1.066 -1.056
H -1.495639 -0.799333 1.727959 -0.460 -0.930 0.045
H -1.149070 1.125219 -1.850596 0.271 1.238 0.843
C 0.823025 -1.288124 0.169645 -0.086 -3.402 -1.335
H 1.213499 -1.871623 -0.703802 0.232 0.370 0.594
C -1.318321 0.238135 1.597049 0.321 1.346 1.593
O 0.478987 2.603260 0.711401 0.588 1.790 0.687
H 1.666519 -0.894457 0.752209 -0.562 0.518 -0.305
O -0.093723 -0.492323 -0.517915 -0.561 3.057 3.898
C -0.393452 1.855534 -1.450430 1.442 -1.773 -0.881
H -1.639999 0.996630 2.350249 0.013 -0.583 -0.639
N -0.534518 0.615884 0.710479 -0.175 -2.694 -4.591
```
Forces are in eV/Å.

Values from the calculation:
structure (SMILES): C=[N+](OC)C(C)=O
net charge: +1
DFT total energy: -9851.124 eV
molecular weight: 102.1 g mol⁻¹